# 1
DFT (the ωB97M-V functional and the def2-TZVPD basis) results for 2 unconnected molecules or ions with the total composition C3H11NO in a non-equilibrium geometry.

Each line ends with the Löwdin charge.
CARTESIAN COORDINATES (ANGSTROEM)
H1 -2.396 0.624 0.325  0.058
H2 -0.494 -0.711 1.482  0.106
H3 -0.993 1.874 0.130  0.075
H4 0.956 1.943 1.175  0.045
H5 0.382 -1.204 -0.732  -0.020
H6 1.250 0.526 2.217  0.053
H7 -1.697 1.370 1.757  0.057
C1 -1.497 1.079 0.728  -0.117
O1 0.937 -1.757 -2.617  -0.464
C2 0.992 0.863 1.196  -0.120
H8 0.120 -2.281 -2.541  -0.066
N1 -0.380 -0.561 -0.557  -0.037
C3 -0.311 0.090 0.749  -0.561
H9 1.726 -2.338 -2.511  -0.082
H10 -0.358 0.076 -1.347  0.028
H11 1.762 0.407 0.543  0.044

Computed properties:
ΔE to the lowest compared entry with this formula, charge and spin: 8.7 kcal per mole
spin multiplicity: 2
<S²>: 0.7504
charge: -1
HOMO (spin up / spin down): 0.044 / -0.197 hartree

# 2
DFT (the ωB97M-V functional and the def2-TZVPD basis) results for 2 unconnected molecules or ions with the total composition C3H11NO in a non-equilibrium geometry.

Each line ends with the Löwdin charge.
CARTESIAN COORDINATES (ANGSTROEM)
H1 -2.072 -0.753 -0.075  0.134
O1 -0.241 0.146 -0.706  -0.321
C1 -0.280 1.537 -0.582  -0.144
H2 1.923 -1.250 -0.404  -0.064
C2 -0.661 -0.231 1.625  -0.112
H3 2.798 -0.612 -1.478  0.011
H4 0.591 1.908 -0.018  0.095
N1 1.931 -1.158 -1.355  0.005
H5 -1.180 0.807 1.576  0.081
H6 -0.509 -1.774 0.095  0.109
H7 0.454 -0.382 1.912  0.109
H8 1.116 -0.498 -1.651  0.046
H9 -1.153 1.806 0.004  0.060
H10 -1.308 -0.856 2.376  0.098
C3 -0.970 -0.784 0.225  -0.208
H11 -0.438 2.095 -1.542  0.102

Computed properties:
ΔE to the lowest compared entry with this formula, charge and spin: 51.5 kcal per mole
spin multiplicity: 1
HOMO: -0.337 hartree
SMILES string: CCOC.N

# 3
DFT (the ωB97M-V functional and the def2-TZVPD basis) results for 2 unconnected molecules or ions with the total composition C3H11NO in a non-equilibrium geometry.

Each line ends with the Löwdin charge.
CARTESIAN COORDINATES (ANGSTROEM)
H1 0.076 0.087 -1.886  0.081
C1 -0.193 -0.772 -1.255  -0.153
H2 -1.177 -1.943 0.952  0.079
H3 -1.781 0.441 -0.605  0.106
H4 3.070 1.864 0.503  0.071
N1 -1.105 -0.217 -0.261  -0.188
H5 2.264 0.623 1.404  0.074
H6 0.446 0.909 0.144  0.012
C2 2.130 1.624 1.014  -0.155
O1 1.118 1.599 0.015  -0.163
C3 -1.850 -1.285 0.403  -0.144
H7 -0.678 -1.469 -1.952  0.077
H8 1.969 2.471 1.678  0.071
H9 -2.473 -1.899 -0.262  0.072
H10 0.785 -1.158 -0.981  0.082
H11 -2.599 -0.875 1.090  0.076

Computed properties:
ΔE to the lowest compared entry with this formula, charge and spin: 33.0 kcal per mole
spin multiplicity: 1
HOMO: -0.342 hartree
SMILES string: CNC.CO

# 4
DFT (the ωB97M-V functional and the def2-TZVPD basis) results for 2 unconnected molecules or ions with the total composition C3H11NO in a non-equilibrium geometry.

Each line ends with the Löwdin charge.
CARTESIAN COORDINATES (ANGSTROEM)
H1 -1.266 -1.226 4.571  0.056
H2 0.493 0.074 5.168  0.072
N1 -1.505 -0.305 -2.590  -0.022
C1 1.014 0.843 -2.561  -0.112
H3 -1.466 -0.068 -3.586  0.055
H4 -1.938 0.528 -2.191  0.052
H5 0.137 -0.687 -1.350  0.092
H6 1.954 0.622 -2.070  0.062
H7 0.636 1.801 -2.162  0.068
H8 0.540 0.626 3.534  0.076
C2 -0.012 -0.282 -2.362  -0.346
O1 -1.147 -0.465 4.009  -0.130
C3 0.278 -0.240 4.139  -0.149
H9 0.242 -1.203 -2.898  0.095
H10 0.824 -1.161 3.939  0.075
H11 1.216 1.143 -3.591  0.058

Computed properties:
ΔE to the lowest compared entry with this formula, charge and spin: 36.7 kcal per mole
spin multiplicity: 1
HOMO: -0.364 hartree
SMILES string: CCN.CO

# 5
DFT (the ωB97M-V functional and the def2-TZVPD basis) results for 2 unconnected molecules or ions with the total composition C3H11NO in a non-equilibrium geometry.

Each line ends with the Löwdin charge.
CARTESIAN COORDINATES (ANGSTROEM)
C1 -0.247 1.151 -0.438  -0.325
H1 1.066 -0.328 3.384  0.036
H2 1.450 -1.139 -1.332  0.065
H3 0.042 -1.886 -2.164  0.081
C2 -0.446 -0.341 -0.748  -0.294
H4 0.980 -1.288 2.178  0.010
O1 1.399 -1.167 3.037  -0.059
H5 -1.546 0.740 1.070  0.056
H6 -1.510 -0.431 -0.974  0.104
H7 0.637 -0.298 -2.629  0.070
H8 0.791 1.290 -0.016  0.117
C3 0.481 -0.947 -1.770  -0.121
H9 -0.318 -0.912 0.249  0.112
H10 -0.281 1.813 -1.340  0.117
H11 -1.128 2.240 1.077  0.064
N1 -1.371 1.504 0.416  -0.032

Computed properties:
ΔE to the lowest compared entry with this formula, charge and spin: 14.7 kcal per mole
spin multiplicity: 1
HOMO: -0.356 hartree
SMILES string: CCCN.O

# 6
DFT (the ωB97M-V functional and the def2-TZVPD basis) results for a molecular structure, C3H11NO2 in a non-equilibrium geometry.

Each line ends with the Löwdin charge.
CARTESIAN COORDINATES (ANGSTROEM)
C1 1.063 1.488 0.843  -0.234
H1 -0.522 0.361 -1.600  -0.009
H2 2.576 -1.100 -1.114  -0.002
O1 1.610 -1.176 -1.198  -0.191
H3 -1.758 -0.724 -0.414  0.032
O2 -0.970 -0.225 -2.262  -0.130
C2 -0.598 0.485 0.964  -0.418
H4 -0.364 0.329 2.024  0.080
H5 -0.628 -1.697 0.516  0.042
N1 0.328 0.794 -0.077  -0.221
H6 1.208 2.540 0.862  -0.003
H7 -0.335 -0.925 -2.297  -0.016
H8 1.952 0.993 1.369  0.048
H9 -1.364 1.238 1.066  0.078
H10 -2.139 -1.093 1.293  0.044
H11 1.268 -0.398 -0.556  0.006
C3 -1.328 -0.890 0.580  -0.107

Computed properties:
ΔE to the lowest compared entry with this formula, charge and spin: 49.2 kcal per mole
spin multiplicity: 2
<S²>: 0.7533
charge: -1
HOMO (spin up / spin down): -0.070 / -0.105 hartree